# 1
{
  "formula": "C5H12OS2",
  "method": "the ωB97M-V functional and the def2-TZVPD basis",
  "symbols": ["C", "C", "C", "O", "H", "H", "H", "H", "H", "H", "C", "C", "S", "S", "H", "H", "H", "H", "H", "H"],
  "positions_angstrom": [[2.9406, -1.5304, 0.9134], [2.3083, -0.3618, 0.6870], [2.6359, 0.5707, -0.4691], [1.3282, 0.1506, 1.5005], [3.7213, -1.7345, 0.1964], [2.7642, -2.1086, 1.8313], [3.7171, 0.3964, -0.7030], [2.0424, 0.4918, -1.4189], [2.4858, 1.6774, -0.0778], [0.9178, 0.9265, 1.0790], [-1.5183, -2.3472, -0.8400], [-0.9475, -1.0155, -0.3104], [-1.6767, 0.4190, -1.1306], [-1.4608, 1.8006, 0.4299], [-1.4722, -2.4688, -1.9473], [-2.5810, -2.3324, -0.5833], [-0.9991, -3.1878, -0.3713], [0.1373, -0.9634, -0.4929], [-1.0232, -0.9211, 0.7867], [-2.6498, 1.6120, 1.0227]],
  "atomic_forces_ev_per_a": [[-0.689, 1.378, 0.354], [-0.270, 0.176, -0.381], [0.613, 1.465, 0.251], [0.137, -0.351, 0.054], [0.094, -0.495, 0.261], [0.108, 0.143, -0.732], [-0.953, 0.498, -0.082], [0.294, -0.249, 1.029], [0.552, -2.095, -0.873], [0.194, -0.432, 0.275], [-0.355, 0.695, -0.271], [1.239, -0.813, -0.099], [-0.157, 0.548, 0.799], [-0.158, -0.054, -0.749], [0.229, 0.264, 0.753], [0.053, -0.462, 0.033], [-0.188, 0.115, -0.052], [-0.370, -0.188, -0.060], [-0.407, -0.084, -0.570], [0.033, -0.060, 0.060]],
  "nbo_charge": [-0.53, 0.32, -0.69, -0.70, 0.21, 0.22, 0.23, 0.23, 0.21, 0.49, -0.62, -0.54, 0.10, -0.17, 0.21, 0.21, 0.22, 0.21, 0.24, 0.14],
  "smiles": "C=C(C)O.CCSS",
  "relative_energy_kcal_mol": 24.53,
  "homo_energy_ev": -8.81,
  "homo_lumo_gap_ev": 9.2,
  "e_tot_ha": -1069.28109
}

# 2
{
  "formula": "C23H27N2",
  "method": "the ωB97M-V functional and the def2-TZVPD basis",
  "symbols": ["C", "C", "N", "C", "C", "C", "C", "C", "H", "H", "H", "H", "H", "H", "H", "H", "H", "H", "H", "H", "H", "C", "N", "C", "C", "C", "C", "C", "C", "C", "C", "C", "C", "C", "C", "C", "C", "C", "H", "H", "H", "H", "H", "H", "H", "H", "H", "H", "H", "H", "H", "H"],
  "positions_angstrom": [[-2.1984, 1.9827, -0.6190], [-2.4952, 0.7100, 0.1358], [-1.4054, 0.3985, 1.2288], [-1.5297, 1.6474, 2.1821], [-1.2080, 2.9385, 1.4734], [-0.9184, 2.6549, -0.0344], [0.2580, 1.6399, -0.1245], [-0.0728, 0.3662, 0.6180], [-2.0477, 1.7852, -1.6806], [-3.0357, 2.6787, -0.5066], [-3.4380, 0.7972, 0.6863], [-2.5834, -0.1360, -0.5534], [-2.5685, 1.6426, 2.5282], [-0.8806, 1.5130, 3.0527], [-2.0647, 3.6169, 1.5380], [-0.3406, 3.4268, 1.9189], [-0.6840, 3.5842, -0.5705], [0.4512, 1.4105, -1.1722], [1.1490, 2.0905, 0.3117], [0.6718, 0.1673, 1.4006], [-0.0047, -0.5058, -0.0461], [-1.5173, -5.2539, -1.9279], [-1.1643, -4.8868, -0.5619], [-0.6536, -3.6936, -0.1929], [-0.4902, -3.6492, 1.2191], [0.0935, -2.5785, 1.9125], [0.4122, -2.6677, 3.3264], [-0.5884, -3.0173, 4.2591], [-0.3059, -3.1882, 5.6100], [1.0122, -3.0671, 6.0751], [2.0309, -2.7904, 5.1658], [1.7486, -2.5624, 3.8123], [-0.8787, -5.0003, 1.6958], [-0.7606, -5.7350, 2.8666], [-1.3017, -7.0318, 2.9586], [-1.9206, -7.6392, 1.8463], [-1.9218, -6.9743, 0.6122], [-1.3519, -5.7075, 0.5583], [-2.0242, -6.2238, -1.9359], [-2.1843, -4.4888, -2.3490], [-0.6270, -5.3167, -2.5709], [-0.3638, -2.9479, -0.9455], [0.5315, -1.7951, 1.3087], [-1.5952, -3.2387, 3.8921], [-1.1102, -3.4179, 6.3152], [1.2423, -3.1995, 7.1388], [3.0719, -2.7420, 5.5115], [2.5585, -2.4221, 3.1037], [-0.2475, -5.3161, 3.7402], [-1.2571, -7.5852, 3.8982], [-2.3823, -8.6182, 1.9488], [-2.3871, -7.4070, -0.2752]],
  "atomic_forces_ev_per_a": [[0.757, 1.135, -0.074], [1.138, -1.044, 1.592], [-1.700, 1.683, -0.017], [0.081, -2.131, -0.624], [0.249, 0.665, -1.260], [-0.398, -0.769, 0.581], [-0.142, 1.115, -0.458], [-0.465, -0.239, 0.458], [-0.064, 0.064, -0.066], [0.098, -0.015, -0.224], [0.223, -0.208, -0.072], [0.162, -0.107, 0.276], [0.254, -0.170, 0.011], [-0.066, -0.307, -0.170], [0.218, 0.099, 0.034], [-0.037, 0.093, 0.021], [-0.036, -0.313, 0.161], [0.165, 0.176, -0.094], [0.116, 0.122, -0.192], [-0.184, 0.225, 0.104], [-0.263, 0.136, -0.141], [-0.054, 0.132, -0.643], [0.471, 1.762, 0.016], [-0.477, -1.119, -0.751], [0.693, 0.542, 1.186], [0.253, -2.189, -1.002], [0.298, -0.206, 1.391], [-0.126, -0.142, -0.229], [0.233, 0.170, 0.163], [-0.305, 0.038, -0.170], [0.262, 0.163, -0.343], [-0.766, -0.138, -0.073], [-0.137, -0.637, -0.884], [-0.053, -0.358, 1.051], [-0.016, 0.185, -0.694], [0.301, 0.760, 0.024], [-0.051, -0.120, 0.129], [-0.104, 0.275, 0.953], [0.162, 0.364, 0.046], [0.129, -0.318, 0.171], [-0.198, -0.032, 0.367], [-0.372, -0.335, 0.457], [-0.177, 0.084, 0.162], [0.264, 0.411, 0.171], [0.284, 0.039, -0.337], [-0.118, 0.028, -0.507], [-0.519, -0.013, -0.214], [-0.032, 0.233, 0.124], [-0.418, -0.222, -0.405], [0.098, 0.279, -0.274], [0.120, 0.206, -0.089], [0.249, -0.055, 0.357]],
  "nbo_charge": [-0.44, -0.23, -0.44, -0.24, -0.44, -0.18, -0.44, -0.23, 0.21, 0.22, 0.21, 0.19, 0.21, 0.20, 0.22, 0.21, 0.23, 0.21, 0.21, 0.19, 0.17, -0.42, -0.27, 0.18, -0.19, 0.13, -0.18, -0.16, -0.22, -0.16, -0.23, -0.10, 0.00, -0.20, -0.19, -0.18, -0.22, 0.11, 0.24, 0.23, 0.24, 0.24, 0.23, 0.23, 0.24, 0.24, 0.24, 0.21, 0.24, 0.24, 0.24, 0.23],
  "relative_energy_kcal_mol": 22.63,
  "homo_energy_ev": -11.09,
  "charge": 1,
  "homo_lumo_gap_ev": 6.2,
  "e_tot_ha": -1001.86075
}